{"formula": "C24H53N2O4", "method": "the ωB97M-V functional and the def2-TZVPD basis", "charge": 0, "max_force_ev_per_a": 1.31, "e_lumo_ev": [0.650, 0.642], "spin_multiplicity": 2, "s2": 0.75, "homo_lumo_gap_ev": [8.62, 9.86], "e_tot_ev": -36915.2874, "species": ["C", "O", "C", "C", "C", "C", "C", "C", "C", "C", "C", "C", "C", "N", "C", "C", "C", "C", "N", "O", "C", "C", "C", "C", "H", "H", "H", "H", "H", "H", "H", "H", "H", "H", "H", "H", "H", "H", "H", "H", "H", "H", "H", "H", "H", "H", "H", "H", "H", "H", "H", "H", "H", "H", "H", "H", "H", "H", "H", "H", "H", "H", "H", "H", "H", "C", "C", "O", "H", "H", "H", "H", "H", "H", "C", "C", "O", "H", "H", "H", "H", "H", "H"], "xyz": [[2.49342, 0.90865, 4.15198], [3.39540, 1.66414, 3.38322], [3.66540, 1.06655, 2.12489], [4.08488, 2.13082, 1.13951], [3.03177, 3.20634, 0.77266], [1.57679, 2.88224, 1.09022], [0.94366, 1.83978, 0.15182], [-0.57832, 1.84081, 0.29334], [-1.44597, 1.03158, -0.71262], [-2.52378, 1.99530, -1.26483], [-1.99018, 3.21255, -2.02687], [-2.93261, 4.41940, -1.93914], [-3.01216, 5.04685, -0.54401], [-4.12784, 4.53284, 0.26216], [-0.70376, 0.41757, -1.92209], [-0.31960, -1.06292, -1.84334], [0.22891, -1.47078, -3.22926], [0.75598, -1.37007, -0.80720], [-1.53411, -1.88620, -1.60339], [-1.29440, -3.13078, -1.47929], [-2.63542, -1.31498, -0.74627], [-3.83024, -0.99511, -1.66090], [-3.09085, -2.38205, 0.25292], [-2.14170, -0.11201, 0.05810], [2.76985, -0.14957, 4.17079], [2.49783, 1.28020, 5.17350], [1.47105, 0.97727, 3.75950], [2.80823, 0.47982, 1.78469], [4.49603, 0.36183, 2.25296], [4.44996, 1.65197, 0.23007], [4.94419, 2.63733, 1.58300], [3.11351, 3.44078, -0.28972], [3.29193, 4.12078, 1.30792], [1.45764, 2.56810, 2.12698], [1.00224, 3.80914, 0.98511], [1.31671, 0.86288, 0.44987], [1.26355, 2.07052, -0.86434], [-0.89838, 2.88344, 0.31798], [-0.79892, 1.46035, 1.29614], [-3.16796, 2.29929, -0.43765], [-3.16556, 1.45558, -1.96086], [-1.01337, 3.53154, -1.65673], [-1.85523, 2.95504, -3.07885], [-3.93413, 4.12234, -2.25620], [-2.58689, 5.17613, -2.64686], [-2.07681, 4.85734, -0.01580], [-3.10118, 6.13045, -0.65423], [-4.90909, 5.16719, 0.26960], [-3.84877, 4.33986, 1.20960], [0.17548, 0.98407, -2.21930], [-1.39272, 0.48444, -2.77117], [-0.60299, -1.63807, -3.91215], [0.76645, -2.41338, -3.14724], [0.88622, -0.70040, -3.62491], [1.65008, -0.79511, -1.05335], [1.01759, -2.42455, -0.82464], [0.46100, -1.10869, 0.20836], [-4.40830, -1.89224, -1.86734], [-3.49953, -0.55971, -2.60322], [-4.47805, -0.25774, -1.18570], [-2.28496, -2.67648, 0.92058], [-3.52277, -3.24313, -0.24486], [-3.87475, -1.92659, 0.86441], [-1.47977, -0.48760, 0.83997], [-3.00406, 0.31510, 0.57608], [6.41850, -1.87505, 5.81155], [4.91971, -2.09952, 5.87772], [4.34020, -2.24208, 4.58330], [6.64280, -0.98956, 5.21638], [6.83878, -1.74190, 6.80922], [6.91661, -2.72727, 5.34316], [4.42582, -1.24156, 6.33194], [4.69185, -2.98132, 6.48584], [4.74843, -3.00081, 4.15772], [-2.21928, -5.18181, -3.76366], [-2.23896, -6.50234, -4.50920], [-0.95541, -6.84721, -5.02643], [-1.86973, -4.38089, -4.41626], [-3.21357, -4.92345, -3.39585], [-1.54519, -5.22297, -2.90782], [-2.90242, -6.45217, -5.37181], [-2.60059, -7.30391, -3.85519], [-0.34814, -6.90622, -4.28420]], "atomic_forces_ev_per_a": [[-0.064, -0.348, 0.069], [-0.112, 0.200, -0.041], [0.325, -0.126, 0.189], [-0.112, 0.310, -0.171], [0.153, -0.095, 0.481], [-0.333, -0.027, -0.467], [-0.018, 0.339, 0.637], [0.194, -0.208, 0.202], [-0.065, 0.012, -0.210], [0.130, -0.125, -0.011], [-0.261, 0.175, 0.066], [0.180, -0.113, -0.130], [-0.286, 0.073, -0.057], [0.198, -0.313, -0.204], [-0.431, -0.138, -0.047], [0.337, 0.147, -0.724], [-0.329, -0.290, 0.365], [0.088, 0.097, 0.187], [0.459, 0.261, 1.194], [-0.186, -0.171, -0.343], [-0.417, -0.541, -0.235], [0.199, 0.408, 0.035], [-0.200, 0.473, 0.117], [0.080, 0.219, -0.200], [0.082, -0.050, 0.032], [0.051, 0.153, 0.012], [-0.034, 0.057, -0.052], [-0.130, 0.103, -0.035], [-0.043, -0.117, -0.035], [-0.006, -0.197, 0.016], [0.092, -0.024, -0.074], [0.018, 0.041, -0.066], [-0.033, 0.035, -0.007], [0.064, 0.021, 0.068], [0.012, 0.031, 0.032], [0.141, -0.078, -0.408], [-0.012, -0.122, -0.116], [-0.109, 0.017, -0.120], [-0.025, 0.075, 0.054], [0.070, 0.182, 0.041], [-0.126, -0.055, 0.098], [0.104, -0.066, 0.035], [0.104, -0.050, -0.036], [-0.089, 0.049, 0.016], [0.006, 0.034, -0.027], [0.057, 0.040, 0.047], [0.113, 0.056, 0.028], [-0.087, 0.073, 0.073], [-0.047, 0.101, 0.167], [0.068, 0.047, 0.085], [0.075, 0.042, -0.085], [0.007, 0.158, -0.128], [0.074, -0.001, -0.071], [0.088, 0.018, -0.018], [0.020, 0.002, -0.004], [-0.098, -0.091, -0.049], [-0.044, -0.004, 0.004], [0.030, -0.085, -0.101], [-0.022, -0.087, -0.064], [-0.127, -0.109, 0.066], [0.078, -0.173, -0.071], [0.172, -0.152, -0.021], [-0.020, -0.020, 0.007], [0.084, -0.030, -0.032], [-0.052, -0.071, 0.084], [-0.019, 0.033, -0.081], [0.076, -0.084, -0.074], [-0.031, 0.100, 0.064], [-0.008, 0.020, 0.024], [-0.002, -0.013, 0.007], [0.009, -0.022, 0.044], [-0.040, 0.003, -0.007], [-0.013, 0.039, 0.053], [0.006, -0.045, -0.054], [0.058, -0.054, -0.097], [0.089, 0.020, 0.093], [-0.102, 0.005, -0.071], [-0.027, 0.009, -0.011], [0.003, -0.002, 0.024], [-0.038, 0.015, 0.052], [0.012, -0.023, -0.029], [-0.067, 0.012, -0.020], [0.062, 0.016, 0.035]]}


{"formula": "C24H53NO8PS", "method": "the ωB97M-V functional and the def2-TZVPD basis", "charge": 1, "max_force_ev_per_a": 0.57, "e_lumo_ev": -3.487, "homo_lumo_gap_ev": 6.95, "e_tot_ev": -63734.0615, "species": ["C", "O", "C", "C", "C", "C", "C", "C", "C", "C", "C", "C", "P", "C", "C", "O", "O", "C", "C", "O", "N", "C", "S", "H", "H", "H", "H", "H", "H", "H", "H", "H", "H", "H", "H", "H", "H", "H", "H", "H", "H", "H", "H", "H", "H", "H", "H", "H", "H", "H", "H", "H", "C", "C", "O", "H", "H", "H", "H", "H", "H", "C", "C", "O", "H", "H", "H", "H", "H", "H", "C", "C", "O", "H", "H", "H", "H", "H", "H", "C", "C", "O", "H", "H", "H", "H", "H", "H"], "xyz": [[5.96259, -2.44055, 1.10565], [5.45189, -1.12994, 0.93606], [4.38708, -1.04260, 0.01317], [3.05676, -1.55499, 0.56474], [1.83639, -0.80442, 0.02788], [0.62278, -0.95816, 0.95339], [-0.72828, -0.66048, 0.26843], [-1.52655, 0.35788, 1.08093], [-2.87353, 0.76248, 0.46903], [-3.97939, 0.84607, 1.52316], [-5.29919, 1.39931, 0.98072], [-6.15706, 0.29948, 0.30909], [-7.39067, -0.42844, 1.37642], [-8.87970, -0.88953, 0.46581], [-8.90668, -2.37306, 0.12306], [-8.31448, -3.20677, 0.73320], [-9.64352, -2.68699, -0.99688], [-11.03040, -2.66229, -0.84662], [-11.72773, -3.41448, -1.92869], [-11.52546, -2.09284, 0.07362], [-7.80107, 0.66408, 2.54884], [-8.53790, 0.37071, 3.48534], [-9.42101, 0.05186, 4.69407], [5.29180, -3.20624, 0.70826], [6.93139, -2.54020, 0.60922], [6.09812, -2.62824, 2.17172], [4.29781, 0.01464, -0.24849], [4.65247, -1.58834, -0.90292], [3.08589, -1.44997, 1.65510], [2.93186, -2.62172, 0.35688], [2.09464, 0.25907, -0.03785], [1.57897, -1.15933, -0.96983], [0.62358, -1.95702, 1.39735], [0.73393, -0.24436, 1.77536], [-1.30003, -1.59181, 0.19856], [-0.54869, -0.28132, -0.74184], [-0.88820, 1.23249, 1.22586], [-1.68596, -0.07178, 2.07716], [-3.14828, 0.04167, -0.31019], [-2.79046, 1.75458, 0.01687], [-3.62711, 1.49860, 2.32585], [-4.12856, -0.14645, 1.96703], [-5.09057, 2.14349, 0.21024], [-5.85517, 1.91050, 1.76568], [-5.50747, -0.50584, -0.04581], [-6.69972, 0.70136, -0.55031], [-6.88618, -1.56697, 2.00176], [-9.74812, -0.70297, 1.10555], [-9.00507, -0.27391, -0.42504], [-12.58137, -2.81951, -2.25170], [-12.11420, -4.33806, -1.49655], [-11.07854, -3.62508, -2.77215], [2.54241, 1.27938, -4.88476], [3.05282, 0.59346, -3.63251], [2.22620, -0.49465, -3.22999], [1.52466, 1.63988, -4.73246], [3.17631, 2.12557, -5.15267], [2.53153, 0.58588, -5.72868], [3.05075, 1.28384, -2.78845], [4.08143, 0.24766, -3.77993], [2.21188, -1.14158, -3.94273], [1.61639, 4.66037, 2.01152], [1.67815, 3.47524, 2.95341], [1.23860, 2.27356, 2.32218], [0.60013, 4.80906, 1.64304], [1.94309, 5.57517, 2.50880], [2.26575, 4.49238, 1.14845], [1.02329, 3.61877, 3.81224], [2.69845, 3.34284, 3.32644], [1.81390, 2.12572, 1.56293], [10.30235, -5.37152, -0.82768], [9.07747, -4.55182, -0.47105], [8.27508, -5.17637, 0.52633], [10.00806, -6.36274, -1.17305], [10.88232, -4.88514, -1.61294], [10.95048, -5.49714, 0.04269], [8.42708, -4.43759, -1.33785], [9.37510, -3.54996, -0.14143], [8.81302, -5.28246, 1.31724], [4.35862, 6.24887, -1.49604], [4.84746, 5.40510, -0.33515], [4.37530, 4.06101, -0.40355], [3.26856, 6.25350, -1.53032], [4.70959, 7.27734, -1.40528], [4.72380, 5.84997, -2.44540], [4.47235, 5.79750, 0.60961], [5.94093, 5.41421, -0.28998], [4.70511, 3.67107, -1.21914]], "atomic_forces_ev_per_a": [[0.078, -0.025, 0.062], [-0.065, -0.021, 0.068], [0.041, -0.146, -0.238], [-0.094, 0.061, 0.160], [-0.054, -0.266, 0.304], [0.009, 0.285, -0.117], [0.179, -0.061, 0.332], [0.096, -0.159, -0.060], [-0.035, -0.043, 0.251], [0.127, 0.160, 0.028], [0.167, -0.199, -0.059], [0.046, 0.399, -0.074], [0.219, 0.314, 0.033], [-0.087, -0.295, -0.029], [0.059, 0.024, -0.048], [-0.073, 0.241, -0.168], [0.112, -0.319, 0.171], [0.086, 0.018, -0.256], [-0.092, 0.281, -0.076], [-0.149, 0.077, 0.331], [0.019, -0.378, -0.428], [-0.080, 0.144, 0.501], [-0.078, 0.033, -0.005], [-0.013, 0.033, 0.006], [-0.027, -0.017, -0.029], [0.024, -0.008, -0.023], [0.026, 0.000, 0.074], [-0.043, 0.108, -0.060], [0.064, 0.075, -0.039], [0.039, -0.001, 0.075], [-0.124, -0.001, -0.235], [0.130, 0.154, -0.068], [-0.052, -0.005, -0.051], [0.110, -0.189, 0.116], [-0.062, 0.083, -0.259], [-0.107, -0.050, -0.021], [-0.137, 0.060, 0.114], [-0.020, 0.074, -0.008], [-0.035, 0.117, -0.079], [0.012, -0.130, -0.232], [-0.034, -0.054, 0.025], [-0.029, 0.054, 0.087], [0.008, 0.022, 0.059], [-0.102, -0.033, -0.056], [-0.132, -0.058, -0.081], [-0.011, -0.073, 0.000], [-0.069, -0.082, 0.027], [-0.015, -0.038, -0.012], [0.079, 0.037, 0.030], [-0.009, -0.060, 0.022], [0.074, -0.038, -0.045], [0.043, -0.085, 0.062], [-0.086, -0.037, 0.026], [0.024, -0.046, -0.021], [-0.022, 0.007, -0.090], [0.009, 0.019, 0.004], [0.014, -0.003, 0.001], [0.032, 0.013, -0.011], [0.012, 0.001, 0.010], [0.018, 0.034, 0.028], [0.011, 0.006, -0.001], [-0.019, 0.024, -0.098], [0.089, -0.016, -0.069], [-0.031, 0.020, -0.058], [-0.013, 0.004, 0.043], [0.001, -0.006, 0.023], [0.027, 0.008, 0.021], [-0.012, -0.016, 0.000], [-0.014, 0.025, 0.054], [0.008, -0.044, 0.017], [-0.047, -0.072, 0.030], [0.033, 0.003, 0.063], [0.009, 0.027, -0.018], [0.003, 0.007, -0.018], [0.002, 0.014, 0.002], [0.020, 0.027, -0.010], [-0.005, 0.015, -0.005], [-0.015, 0.021, -0.041], [-0.021, -0.022, 0.006], [-0.071, -0.064, -0.005], [0.039, -0.025, -0.045], [-0.083, 0.007, -0.008], [0.001, 0.019, 0.010], [0.014, 0.001, 0.003], [0.027, 0.023, 0.000], [0.013, 0.002, 0.013], [-0.001, 0.026, 0.040], [0.017, -0.021, 0.022]]}